Model a:
{"formula": "C6H9NO", "method": "wB97M-V/def2-TZVPD", "species": ["C", "C", "C", "O", "C", "C", "N", "C", "H", "H", "H", "H", "H", "H", "H", "H", "H"], "positions_angstrom": [[-0.01782, 0.78509, 2.23789], [0.66060, 0.17920, 1.04436], [1.03537, 0.40757, -0.41004], [1.69473, -0.13804, -1.50083], [0.46145, -0.70432, -1.16140], [-1.09881, -0.50507, -1.22128], [-1.64742, -0.37711, 0.11810], [-0.78558, 0.46272, 0.96322], [-0.14581, 0.25024, 3.09374], [0.02311, 1.88093, 2.44102], [0.90852, -0.91503, 1.29828], [0.58721, 1.29540, -0.87158], [0.70659, -1.80387, -0.84838], [-1.72995, -1.25718, -1.74295], [-1.16250, 0.47091, -1.87363], [-1.90733, -1.30618, 0.65034], [-0.83699, 1.37768, 0.31666]], "nbo_charge": [-0.3504, -0.2746, 0.0642, -0.4479, 0.0190, -0.2379, -0.6154, -0.0763, 0.2179, 0.2196, 0.2104, 0.1657, 0.1526, 0.2190, 0.1855, 0.3716, 0.1773], "smiles": "C1[C@@H]2[C@H]3O[C@@H]3CN[C@@H]12", "homo_lumo_gap_ha": 0.33777, "homo_ev": -8.165}

=====

Model b:
{"formula": "C6H9NO", "method": "wB97M-V/def2-TZVPD", "species": ["C", "C", "C", "C", "C", "C", "H", "H", "H", "H", "H", "H", "H", "H", "H", "N", "O"], "positions_angstrom": [[-2.06713, -0.83702, -0.16262], [-0.79725, 0.72040, -0.26016], [0.43967, 1.43388, 0.11201], [1.41039, 0.39465, -0.38624], [1.78597, -0.73536, 0.44335], [-0.52538, -0.71407, 0.05698], [-2.56462, -1.53465, 0.55430], [-2.50493, -0.96860, -1.17520], [-0.90071, 0.79298, -1.35995], [0.61404, 2.42510, -0.36664], [0.64130, 1.56948, 1.18548], [2.14383, 0.68536, -1.10931], [2.65834, -1.31743, 0.18376], [1.53372, -0.62957, 1.48419], [-0.46392, -0.82546, 1.14056], [0.73200, -0.97559, -0.60282], [-2.13533, 0.51591, 0.26231]], "nbo_charge": [-0.0637, 0.0940, -0.4495, -0.0865, -0.2606, -0.1032, 0.1855, 0.1798, 0.1616, 0.2245, 0.2183, 0.2097, 0.2127, 0.1920, 0.1746, -0.3698, -0.5194], "homo_lumo_gap_ha": 0.38176, "homo_ev": -9.234}

=====

Model c:
{"formula": "C6H9NO", "method": "wB97M-V/def2-TZVPD", "species": ["C", "C", "C", "C", "C", "C", "H", "H", "H", "H", "H", "H", "H", "H", "H", "N", "O"], "positions_angstrom": [[0.20823, -1.55795, -0.99179], [-0.40752, -0.89619, 0.31894], [-1.44322, 1.27725, 0.24162], [0.20764, 1.45030, 0.15500], [1.45137, 1.20639, 1.16199], [0.39104, 0.14937, 0.91016], [-0.73774, -1.59581, -1.83519], [-0.81640, -1.61059, 0.98757], [-1.06660, -0.24977, -1.86396], [-1.81935, 1.69870, -0.54301], [-1.95658, 1.55096, 1.16775], [0.76087, 1.39273, -0.93174], [1.36428, 1.66713, 2.19461], [2.37796, 1.16213, 0.68329], [-0.10664, 0.11056, 1.85080], [-1.59499, -0.23650, -0.39902], [1.33998, -1.53069, -1.21158]], "nbo_charge": [0.4854, -0.1934, -0.2030, -0.2828, -0.3048, -0.3190, 0.0854, 0.2255, 0.2743, 0.1843, 0.2207, 0.2143, 0.2240, 0.2226, 0.2010, -0.5343, -0.5003], "homo_lumo_gap_ha": 0.33877, "homo_ev": -8.827}

=====

Model d:
{"formula": "C6H9NO", "method": "wB97M-V/def2-TZVPD", "species": ["C", "C", "C", "C", "C", "C", "N", "O", "H", "H", "H", "H", "H", "H", "H", "H", "H"], "positions_angstrom": [[0.87387, 0.35334, -1.58420], [0.79429, -0.47357, -0.47535], [0.36616, 0.14001, 0.71259], [0.06371, 1.56764, 0.93994], [1.16766, -1.88986, -0.65940], [-0.91802, 1.86240, 2.08476], [0.40594, -1.10067, 2.13634], [0.48228, 2.46677, 0.26829], [1.31112, -0.06751, -2.45078], [0.42875, 1.33778, -1.59119], [1.50705, -2.27526, 0.30097], [0.42866, -2.55814, -1.05715], [1.95202, -2.04145, -1.45468], [-0.43962, 2.27638, 2.93964], [-1.50410, 2.68672, 1.71885], [-1.29857, 0.93341, 2.48532], [-0.16172, -0.65389, 2.93470]], "nbo_charge": [-0.2517, -0.1138, 0.1193, 0.4886, -0.6456, -0.7167, -0.4490, -0.5311, 0.1846, 0.2204, 0.2468, 0.2331, 0.2207, 0.2377, 0.2495, 0.2178, 0.2894], "homo_lumo_gap_ha": [0.29042, 0.31863], "homo_ev": [-8.529, -9.763]}

=====

Quick ranking, most stable first: model b, model d, model a, model c.

=====

Model a:
{"formula": "C6H9NO", "method": "wB97M-V/def2-TZVPD", "species": ["C", "C", "C", "C", "C", "C", "O", "N", "H", "H", "H", "H", "H", "H", "H", "H", "H"], "positions_angstrom": [[1.51311, 0.89102, 1.07248], [-0.47303, -1.03048, -0.85698], [-0.40373, 0.32203, -0.59799], [0.08318, 0.39967, 0.96912], [-0.50950, -2.08586, -1.62941], [-0.57429, 1.39393, -1.36878], [-0.05794, -1.38544, 0.91834], [-0.75579, 0.88115, 1.85260], [-0.52121, -1.53620, 1.75555], [-1.64643, 0.38229, 1.82382], [1.85218, 0.82581, 2.10701], [1.55587, 1.94285, 0.78557], [2.18189, 0.33991, 0.41028], [-0.51519, -3.09278, -1.23074], [-0.34142, -1.95152, -2.69605], [-0.99281, 1.32550, -2.36649], [-0.39489, 2.37812, -0.94832]], "nbo_charge": [-0.6615, 0.4101, -0.2332, 0.4474, -0.4543, -0.2983, -0.7925, -0.8395, 0.5029, 0.3217, 0.2338, 0.2281, 0.2099, 0.2564, 0.2471, 0.2013, 0.2206], "homo_lumo_gap_ha": 0.27490, "homo_ev": -7.850}

=====

Model b:
{"formula": "C6H9NO", "method": "wB97M-V/def2-TZVPD", "species": ["O", "C", "C", "C", "N", "C", "C", "C", "H", "H", "H", "H", "H", "H", "H", "H", "H"], "positions_angstrom": [[1.42638, -1.73464, 2.40419], [1.01446, -1.23834, 1.38228], [0.12316, -1.74460, 0.22848], [0.49315, -0.45578, -0.50837], [-0.64770, 0.15678, -1.18146], [-1.56266, 0.86199, -0.36509], [-0.58782, 1.60972, -1.20903], [1.12259, 0.17539, 0.77807], [0.38068, -2.69947, -0.21719], [-0.91763, -1.72037, 0.53249], [1.28954, -0.58917, -1.26500], [-1.37487, 0.87931, 0.72626], [-2.62834, 0.75941, -0.63736], [-0.93273, 2.10519, -2.07285], [0.23058, 2.14706, -0.69421], [0.45423, 0.81121, 1.36489], [2.11696, 0.67630, 0.73391]], "nbo_charge": [-0.5124, 0.6195, -0.5351, -0.0399, -0.3889, -0.2633, -0.2629, -0.5699, 0.2401, 0.2381, 0.2096, 0.1827, 0.2082, 0.2030, 0.1934, 0.2348, 0.2428], "smiles": "O=C1CC(N2CC2)C1", "homo_lumo_gap_ha": 0.37915, "homo_ev": -9.379}

=====

Model c:
{"formula": "C6H9NO", "method": "wB97M-V/def2-TZVPD", "species": ["C", "C", "C", "C", "C", "C", "H", "H", "H", "H", "H", "H", "H", "H", "H", "N", "O"], "positions_angstrom": [[0.94594, -0.61574, -1.84222], [-0.82989, 0.34225, -0.35860], [-0.81069, -0.93837, 0.41218], [0.67802, -0.31780, 0.65511], [0.33204, 0.81128, 1.41642], [-0.82181, 1.43978, 0.88852], [0.67247, -0.07622, -2.77326], [1.96532, -0.68764, -1.91681], [0.53414, -1.71480, -1.58418], [-1.69726, 0.72554, -1.04665], [-1.51379, -1.01547, 1.21429], [-0.82310, -1.87774, -0.16588], [1.67284, -0.82432, 0.88397], [0.48099, 0.56006, 2.50670], [-1.71418, 1.63941, 1.30642], [0.60206, 0.29226, -0.71655], [0.32692, 2.25752, 1.12052]], "nbo_charge": [-0.4111, -0.0906, -0.4105, -0.0936, 0.0268, 0.0411, 0.2167, 0.1974, 0.1585, 0.2148, 0.2109, 0.2211, 0.2234, 0.1813, 0.1796, -0.4211, -0.4446], "homo_lumo_gap_ha": 0.36202, "homo_ev": -8.871}

=====

Model d:
{"formula": "C6H9NO", "method": "wB97M-V/def2-TZVPD", "species": ["C", "C", "C", "C", "C", "C", "H", "H", "H", "H", "H", "H", "H", "H", "H", "N", "O"], "positions_angstrom": [[0.29592, 1.39054, -1.04541], [0.07894, 0.21973, -0.18410], [0.11445, -1.23137, -0.86611], [-0.73340, -1.49254, 0.45495], [0.29446, -1.20635, 1.49720], [0.77585, 0.01943, 1.13561], [-0.23993, 3.41389, -0.81317], [1.27157, 1.42312, -1.53050], [-0.51934, 1.28415, -1.73898], [1.09229, -1.57283, -0.96123], [-0.46116, -1.20970, -1.77669], [-1.41210, -2.39713, 0.64748], [-1.55044, 0.18347, 1.19264], [0.51191, -1.94249, 2.32291], [1.49156, 0.69608, 1.64581], [-1.30933, -0.16591, 0.22295], [0.29874, 2.58790, -0.20337]], "nbo_charge": [-0.0855, 0.0402, -0.3563, -0.1135, -0.2283, -0.2095, 0.4692, 0.1812, 0.1915, 0.2002, 0.2085, 0.2070, 0.3484, 0.2264, 0.2376, -0.5919, -0.7252], "homo_lumo_gap_ha": 0.33631, "homo_ev": -8.407}

=====

Quick ranking, most stable first: model b, model d, model c, model a.